# 1
{"formula": "C13H40BFO7Si2", "method": "ωB97M-V/def2-TZVPD", "spin_multiplicity": 1, "energy_ev": -47616.9316, "e_homo_ha": -0.355, "total_charge": 0, "symbols": ["C", "Si", "F", "O", "Si", "B", "O", "O", "H", "H", "H", "H", "H", "H", "H", "H", "C", "C", "C", "O", "H", "H", "H", "H", "H", "H", "H", "H", "C", "C", "C", "O", "H", "H", "H", "H", "H", "H", "H", "H", "C", "C", "C", "O", "H", "H", "H", "H", "H", "H", "H", "H", "C", "C", "C", "O", "H", "H", "H", "H", "H", "H", "H", "H"], "xyz": [[-3.89, 2.66, -4.97], [-2.60, 1.28, -4.75], [-2.24, 0.73, -6.32], [-3.12, 0.02, -3.73], [-1.79, -1.03, -3.36], [-1.49, -2.21, -4.90], [-2.46, -3.19, -5.28], [-0.31, -2.10, -5.69], [-3.30, 3.62, -5.07], [-4.65, 2.70, -4.17], [-4.38, 2.51, -5.97], [-1.35, 1.80, -4.17], [-2.14, -1.88, -2.20], [-0.52, -0.31, -3.14], [-2.87, -3.55, -4.49], [-0.20, -1.16, -5.91], [-4.11, -2.23, 1.21], [-2.63, -1.95, 1.44], [-2.41, -1.15, 2.71], [-2.09, -1.25, 0.33], [-4.66, -1.29, 1.09], [-4.25, -2.80, 0.29], [-4.55, -2.78, 2.04], [-2.09, -2.90, 1.51], [-2.91, -0.17, 2.64], [-1.35, -0.95, 2.86], [-2.80, -1.67, 3.59], [-2.56, -0.41, 0.25], [3.58, 0.13, 2.13], [2.42, -0.83, 2.30], [1.82, -1.23, 0.96], [1.41, -0.23, 3.11], [3.25, 1.06, 1.64], [3.99, 0.42, 3.10], [4.38, -0.31, 1.53], [2.76, -1.73, 2.83], [1.44, -0.35, 0.43], [0.99, -1.91, 1.09], [2.57, -1.71, 0.32], [1.10, 0.56, 2.65], [7.27, -1.69, 3.21], [7.82, -0.47, 2.48], [8.09, -0.78, 1.01], [9.03, -0.05, 3.11], [7.98, -2.52, 3.18], [7.09, -1.45, 4.26], [6.33, -2.02, 2.76], [7.12, 0.36, 2.55], [8.83, -1.58, 0.91], [8.50, 0.09, 0.50], [7.18, -1.09, 0.50], [9.66, -0.78, 3.04], [-3.30, 3.84, 0.99], [-3.93, 2.83, 0.04], [-5.37, 3.18, -0.28], [-3.87, 1.53, 0.63], [-3.84, 3.87, 1.94], [-2.27, 3.57, 1.21], [-3.32, 4.84, 0.55], [-3.35, 2.78, -0.88], [-5.98, 3.18, 0.63], [-5.81, 2.44, -0.95], [-5.45, 4.16, -0.75], [-4.38, 1.55, 1.45]], "nbo_charge": [-1.155, 1.898, -0.658, -1.201, 1.014, 0.706, -0.884, -0.902, 0.248, 0.254, 0.258, -0.247, -0.143, -0.177, 0.490, 0.496, -0.630, 0.098, -0.634, -0.738, 0.202, 0.214, 0.206, 0.172, 0.193, 0.230, 0.206, 0.480, -0.630, 0.094, -0.630, -0.720, 0.198, 0.217, 0.206, 0.175, 0.201, 0.224, 0.207, 0.459, -0.629, 0.093, -0.629, -0.717, 0.197, 0.219, 0.208, 0.177, 0.197, 0.218, 0.208, 0.457, -0.630, 0.096, -0.631, -0.738, 0.200, 0.218, 0.214, 0.176, 0.200, 0.220, 0.213, 0.465]}

---

# 2
{"formula": "C7H15O5", "method": "ωB97M-V/def2-TZVPD", "de_lowest_ev": 1.712, "spin_multiplicity": 2, "energy_ev": -17733.4323, "e_homo_ha": [-0.372, -0.362], "total_charge": 0, "symbols": ["C", "C", "C", "C", "O", "C", "C", "C", "O", "O", "O", "O", "H", "H", "H", "H", "H", "H", "H", "H", "H", "H", "H", "H", "H", "H", "H"], "xyz": [[-3.56, -1.54, 0.00], [-2.23, -0.91, -0.44], [-1.84, 0.29, 0.37], [-0.38, 0.99, 0.01], [0.57, -0.03, -0.33], [1.88, 0.48, -0.51], [2.92, -0.57, -0.10], [3.00, -0.80, 1.40], [2.67, -1.83, -0.70], [-0.15, 1.78, 0.97], [-1.10, 5.04, -0.42], [-0.61, 4.24, -1.24], [-3.75, -2.45, -0.57], [-3.52, -1.81, 1.07], [-4.40, -0.86, -0.15], [-1.42, -1.65, -0.37], [-2.30, -0.61, -1.49], [-2.58, 1.10, 0.26], [-1.79, 0.02, 1.44], [-0.79, 1.48, -0.94], [1.99, 0.72, -1.59], [2.03, 1.37, 0.10], [3.88, -0.18, -0.45], [3.18, 0.15, 1.94], [2.05, -1.24, 1.75], [3.82, -1.48, 1.63], [2.44, -1.68, -1.63]], "nbo_charge": [-0.599, -0.419, -0.335, 0.349, -0.562, -0.095, 0.085, -0.625, -0.710, -0.374, 0.012, -0.010, 0.217, 0.206, 0.203, 0.224, 0.196, 0.207, 0.212, 0.193, 0.163, 0.196, 0.152, 0.211, 0.222, 0.218, 0.466]}

---

# 3
{"formula": "C17H14BrN2O2PtSe", "method": "ωB97M-V/def2-TZVPD", "spin_multiplicity": 3, "energy_ev": -163565.1202, "e_homo_ha": [-0.049, -0.154], "total_charge": -1, "symbols": ["Pt", "Br", "C", "C", "C", "C", "C", "C", "C", "C", "C", "C", "H", "H", "H", "H", "H", "H", "O", "C", "N", "C", "O", "C", "C", "C", "C", "N", "C", "H", "H", "H", "H", "H", "H", "H", "H", "Se"], "xyz": [[-0.87, -0.08, -1.49], [-1.80, -0.40, 0.95], [-2.28, 1.48, 1.12], [-2.00, 1.90, 2.42], [-1.84, 3.27, 2.63], [-2.20, 4.18, 1.70], [-2.70, 3.79, 0.46], [-3.11, 4.78, -0.51], [-3.32, 4.44, -1.80], [-3.07, 3.16, -2.26], [-2.85, 2.11, -1.33], [-2.64, 2.36, 0.06], [-1.71, 1.16, 3.19], [-1.44, 3.61, 3.57], [-1.97, 5.23, 1.92], [-3.11, 5.80, -0.20], [-3.82, 5.16, -2.43], [-3.09, 2.82, -3.28], [1.67, -6.72, 0.21], [2.75, -5.82, 0.49], [2.19, -4.46, 0.49], [3.04, -3.36, 0.54], [4.12, -3.50, 1.06], [2.48, -2.16, -0.07], [3.48, -1.13, -0.21], [3.07, 0.12, -0.70], [1.77, 0.26, -1.17], [0.89, -0.70, -1.00], [1.16, -1.92, -0.42], [2.03, -7.62, 0.40], [3.47, -5.92, -0.37], [3.33, -5.98, 1.36], [1.34, -4.36, -0.04], [4.50, -1.41, 0.12], [3.73, 0.95, -0.79], [1.46, 1.11, -1.88], [0.32, -2.57, -0.47], [-3.00, 0.42, -2.28]], "nbo_charge": [0.305, 0.124, -0.028, -0.257, -0.216, -0.200, -0.030, -0.242, -0.198, -0.262, -0.135, -0.085, 0.229, 0.207, 0.206, 0.202, 0.203, 0.231, -0.723, 0.114, -0.658, 0.631, -0.690, -0.313, -0.254, -0.224, -0.139, -0.543, 0.056, 0.465, 0.123, 0.171, 0.380, 0.232, 0.198, 0.192, 0.197, -0.268]}

---

# 4
{"formula": "C19H55N2O9Si", "method": "ωB97M-V/def2-TZVPD", "spin_multiplicity": 1, "energy_ev": -49871.2812, "e_homo_ha": -0.429, "total_charge": 1, "symbols": ["C", "N", "C", "C", "C", "C", "C", "N", "C", "Si", "C", "C", "C", "H", "H", "H", "H", "H", "H", "H", "H", "H", "H", "H", "H", "H", "H", "H", "H", "H", "H", "H", "C", "O", "H", "H", "H", "H", "C", "O", "H", "H", "H", "H", "C", "O", "H", "H", "H", "H", "C", "O", "H", "H", "H", "H", "C", "O", "H", "H", "H", "H", "C", "O", "H", "H", "H", "H", "C", "O", "H", "H", "H", "H", "C", "O", "H", "H", "H", "H", "C", "O", "H", "H", "H", "H"], "xyz": [[2.39, -0.58, -0.51], [1.17, 0.15, -0.13], [0.46, 0.62, -1.31], [-0.76, 1.41, -0.93], [-0.56, 2.74, -0.57], [-1.63, 3.53, -0.16], [-2.89, 2.97, -0.14], [-3.05, 1.69, -0.50], [-2.05, 0.88, -0.89], [-2.45, -0.97, -1.30], [-1.52, -1.95, 0.01], [-4.29, -1.31, -1.08], [-1.91, -1.42, -3.04], [2.86, -0.17, -1.41], [3.13, -0.49, 0.27], [2.19, -1.62, -0.71], [1.43, 0.94, 0.45], [0.22, -0.24, -1.92], [1.10, 1.26, -1.92], [0.44, 3.14, -0.60], [-1.47, 4.56, 0.14], [-3.74, 3.55, 0.18], [-3.99, 1.30, -0.45], [-1.77, -1.52, 0.98], [-1.78, -3.00, -0.03], [-0.45, -1.78, -0.12], [-4.81, -0.60, -0.44], [-4.36, -2.28, -0.59], [-4.78, -1.39, -2.04], [-1.26, -0.72, -3.54], [-1.40, -2.38, -2.97], [-2.80, -1.62, -3.63], [-0.16, -0.07, -6.52], [-0.41, -1.46, -6.35], [-0.05, 0.37, -5.53], [0.76, 0.10, -7.08], [-0.99, 0.43, -7.03], [-0.51, -1.85, -7.22], [-3.42, 1.76, 4.07], [-3.76, 1.34, 2.74], [-4.05, 1.21, 4.76], [-2.37, 1.53, 4.28], [-3.59, 2.83, 4.19], [-3.21, 1.83, 2.14], [2.84, 4.67, -2.18], [1.95, 4.65, -1.06], [3.27, 3.67, -2.27], [2.30, 4.90, -3.10], [3.64, 5.39, -2.03], [1.58, 5.54, -0.97], [3.84, -4.39, -1.11], [4.26, -3.13, -0.58], [3.93, -4.34, -2.19], [4.47, -5.20, -0.73], [2.80, -4.59, -0.84], [4.19, -3.18, 0.38], [0.78, -4.67, 1.52], [0.85, -5.69, 0.52], [1.71, -4.11, 1.48], [-0.06, -3.99, 1.33], [0.67, -5.11, 2.51], [0.04, -6.19, 0.55], [0.49, 2.83, 3.81], [-0.68, 3.63, 3.59], [0.66, 2.79, 4.88], [0.34, 1.81, 3.43], [1.36, 3.27, 3.33], [-0.83, 3.67, 2.64], [-2.43, -5.20, -2.75], [-3.58, -4.37, -2.93], [-2.20, -5.21, -1.69], [-2.62, -6.22, -3.09], [-1.57, -4.80, -3.30], [-3.79, -4.37, -3.87], [-0.74, 6.38, 5.95], [-0.99, 4.99, 6.05], [-0.69, 6.79, 6.95], [0.21, 6.58, 5.45], [-1.54, 6.89, 5.40], [-1.03, 4.62, 5.16], [6.46, -1.83, 2.84], [5.32, -2.41, 2.20], [7.24, -2.59, 2.86], [6.81, -0.96, 2.29], [6.22, -1.54, 3.87], [4.62, -1.74, 2.20]], "mulliken_charge": [-0.983, -0.119, -1.475, 0.887, -0.630, -0.623, -0.851, 0.406, -0.034, 0.614, -1.074, -1.279, -0.862, 0.316, 0.288, 0.335, 0.263, 0.471, 0.517, 0.729, 0.629, 0.361, 0.152, 0.439, 0.394, 0.192, 0.466, 0.332, 0.362, 0.125, 0.244, 0.368, -0.400, -0.482, 0.039, 0.294, 0.272, 0.292, -0.572, -0.486, 0.305, 0.213, 0.253, 0.241, -0.634, -0.461, 0.234, 0.277, 0.305, 0.276, -0.537, -0.436, 0.267, 0.273, 0.173, 0.272, -0.068, -0.493, 0.038, -0.036, 0.338, 0.285, -0.634, -0.449, 0.276, 0.276, 0.328, 0.182, -0.528, -0.477, 0.126, 0.354, 0.272, 0.284, -0.539, -0.477, 0.238, 0.242, 0.245, 0.323, -0.579, -0.452, 0.215, 0.260, 0.265, 0.248]}